[1]
ORCA calculation (the ωB97M-V functional and the def2-TZVPD basis) on C19H15BrHgN4S as an isolated structure.

Geometry as XYZ:
```
41
Properties=species:S:1:pos:R:3:lowdin_spin:R:1
Hg -0.8875 0.4466 1.3614 0.006
S -1.0629 -1.8864 0.7951 -0.018
C 0.6062 -2.2013 0.2981 0.019
N 0.9776 -3.3605 -0.1922 0.216
N -0.0587 -4.2846 -0.3799 0.030
C -0.9072 -4.2294 -1.4634 0.007
C -1.7859 -5.2999 -1.6934 0.002
C -2.6434 -5.2927 -2.7763 0.000
C -2.6611 -4.2213 -3.6627 0.002
C -1.7942 -3.1612 -3.4355 0.000
C -0.9244 -3.1530 -2.3575 0.002
N 1.6222 -1.3047 0.4064 0.284
N 1.3402 -0.1219 0.9008 0.269
C 2.4386 0.7121 1.0571 0.014
C 2.2409 1.9923 1.5975 0.046
C 3.2982 2.8658 1.7679 -0.002
C 4.5898 2.4941 1.4095 0.061
C 4.7953 1.2278 0.8744 -0.003
C 3.7461 0.3429 0.6955 0.053
H 0.2246 -5.2119 -0.1130 0.002
H -1.7934 -6.1320 -0.9976 0.000
H -3.3132 -6.1318 -2.9256 0.000
H -3.3385 -4.2112 -4.5066 0.000
H -1.7894 -2.3154 -4.1134 0.000
H -0.2554 -2.3201 -2.1966 0.000
H 1.2389 2.2987 1.8733 0.002
H 3.1109 3.8494 2.1831 -0.002
H 5.4181 3.1786 1.5422 0.004
H 5.7951 0.9211 0.5879 -0.002
H 3.9069 -0.6399 0.2787 0.005
Br -2.8072 6.9653 0.9315 0.000
C -2.3005 5.1379 1.1029 0.000
C -1.7281 4.6976 2.2815 0.000
C -1.3584 3.3628 2.3911 0.000
C -1.5470 2.4503 1.3517 0.000
C -2.1337 2.9405 0.1819 0.000
C -2.5096 4.2707 0.0468 0.000
H -1.5700 5.3849 3.1020 0.000
H -0.9088 3.0359 3.3221 0.000
H -2.3101 2.2773 -0.6570 0.000
H -2.9610 4.6269 -0.8697 0.000
```

Calculated values
⟨S²⟩: 0.776
LUMO energy (spin up / spin down) (eV): 2.418 / 2.418
Kohn-Sham gap (spin up / spin down) (Ha): 0.2088 / 0.2494
2S+1: 2
Energy above the lowest of the compared OMol25 structures with the same formula, charge and spin (kcal per mole): 0.00
Net charge: -1
HOMO (spin up / spin down) (Eh): -0.1199 / -0.1605

---

[2]
ORCA calculation (the ωB97M-V functional and the def2-TZVPD basis) on a 2-piece molecular cluster, C2H9N4 overall.

Geometry as XYZ:
```
15
Properties=species:S:1:pos:R:3:mulliken_charge:R:1
C -0.7494 0.0890 -1.2034 -0.504
C -0.2240 -0.5794 0.0823 0.693
N 0.6114 0.0685 -0.6645 0.283
N -0.0904 -1.6553 0.8555 -0.381
N -0.9056 1.0300 1.3220 -0.626
N 1.9050 0.1979 -1.0735 -0.658
H -0.9885 -0.3724 -2.1334 0.322
H -1.2352 0.9619 -0.9981 0.269
H -0.8914 -1.9588 1.3757 0.225
H 0.7425 -2.1222 1.0167 0.219
H -0.6012 1.5650 0.5343 0.244
H -1.8905 1.2425 1.5257 0.254
H -0.4123 1.2829 2.1032 0.224
H 2.1888 0.7616 -1.8733 0.246
H 2.5407 -0.5114 -0.8691 0.191
```

Calculated values
LUMO energy (eV): -2.965
Kohn-Sham gap (Ha): 0.3730
Energy above the lowest of the compared OMol25 structures with the same formula, charge and spin (kcal per mole): 106.92
Net charge: +1
HOMO (Eh): -0.4820